[1]
A structure of composition C8H24ClO12 in a non-equilibrium geometry. Source: the OMol25 dataset; level of theory: the ωB97M-V functional and the def2-TZVPD basis.

Positions of all 45 atoms, in Å:
Cl1 2.1578 -2.5333 10.1836
O1 1.1055 -2.6772 9.2329
O2 3.3812 -2.1808 9.6371
O3 1.8259 -1.5477 11.1223
O4 2.2780 -3.8394 10.8190
O5 2.8264 0.4393 8.9732
H1 3.2695 0.5769 8.1360
H2 3.2004 -0.3742 9.3118
C1 5.1265 -3.5751 10.3931
C2 5.7515 -4.9316 10.8773
C3 4.7234 -5.9884 11.4976
O6 5.0857 -7.1885 10.8210
C4 5.9083 -6.9662 9.7190
O7 6.1257 -7.7998 8.8810
O8 6.2448 -5.6517 9.7474
H3 4.2442 -3.6551 9.7581
H4 5.8293 -3.0170 9.7745
H5 4.8136 -2.9991 11.2639
H6 6.6337 -4.7382 11.4874
H7 3.6911 -5.7276 11.2643
H8 4.9335 -6.0852 12.5628
C5 -0.9720 -2.4952 11.1346
O9 0.1322 -2.9243 12.0292
H9 -0.6068 -1.7622 10.4153
H10 -1.2857 -3.3084 10.4801
H11 -1.8057 -2.1716 11.7577
H12 0.8706 -3.0476 11.4283
C6 2.1792 0.9757 11.6321
O10 1.5537 1.3217 10.4556
H13 2.8532 0.1361 11.4621
H14 2.5465 1.8573 12.1575
H15 1.4011 0.5834 12.2869
H16 1.9943 0.8581 9.7397
C7 -0.3722 -0.0036 11.9855
O11 -0.6640 -0.6924 13.1669
H17 -1.1581 0.0115 11.2303
H18 -0.1598 1.0615 12.0780
H19 0.4650 -0.5018 11.4966
H20 -0.2427 -1.5515 13.0884
C8 3.1652 -2.1173 6.7994
O12 2.2573 -3.1934 7.1387
H21 2.9065 -1.0840 7.0307
H22 3.9835 -2.2270 7.5110
H23 3.3640 -2.0712 5.7286
H24 2.1032 -3.1599 8.0856

Atomic forces in eV per Å
Cl -1.64 -2.06 1.62
O -0.43 0.61 -0.41
O 1.82 2.33 -2.73
O 0.84 0.70 0.43
O 0.54 0.42 -0.10
O 3.45 -1.68 -3.64
H -0.07 0.23 -0.27
H 0.26 -0.71 0.16
C 0.96 -2.01 0.41
C -1.43 0.41 -0.46
C 1.65 1.25 -0.71
O 0.53 -0.71 -0.64
C -1.84 0.52 0.90
O 0.37 1.23 1.06
O 0.73 -0.99 -1.39
H 1.18 -1.46 0.52
H 0.35 0.06 0.34
H 0.25 -0.01 -0.02
H -0.19 -0.10 0.41
H 0.11 0.00 0.17
H -0.37 -0.20 -0.05
C 0.75 -1.36 0.04
O -3.06 -0.25 -0.52
H -0.36 0.15 0.53
H -0.09 -0.51 0.31
H 0.26 0.12 -0.23
H -1.09 -0.96 1.62
C -0.22 0.21 0.97
O -2.70 2.07 2.07
H 0.76 0.78 0.49
H 0.82 0.09 -0.10
H 1.32 0.12 0.48
H -1.15 0.92 0.37
C -0.44 0.30 -1.27
O -0.70 1.04 0.97
H -0.76 -0.30 0.22
H -0.15 -0.15 0.74
H -1.01 0.85 0.18
H 0.30 -0.37 -0.07
C -0.16 -0.67 1.06
O 0.98 1.07 -2.10
H -1.37 0.02 0.10
H 0.97 -0.23 -1.03
H 0.38 -0.74 0.17
H -0.35 -0.04 -0.60

Values from the calculation:
HOMO (eV): -6.0
Net charge: -1
Largest force on an atom (eV Å⁻¹): 5.29
Lowest unoccupied orbital energy (eV): 2.72

[2]
A structure of composition C8H24CoN5 in a non-equilibrium geometry. Source: the OMol25 dataset; level of theory: the ωB97M-V functional and the def2-TZVPD basis.

Positions of all 38 atoms, in Å:
Co1 -0.4680 -0.4620 -0.3516
C1 -1.5491 -2.4042 -2.0713
C2 -0.2359 -1.9648 -2.6850
N1 0.2836 -0.8533 -1.8821
C3 -1.4790 1.1833 -1.8714
C4 -1.6990 1.5093 -0.5784
N2 -1.1317 -0.5753 1.2566
C5 -2.1190 -1.6118 1.5687
C6 -2.5828 -2.2037 0.2560
N3 -1.3753 -2.1887 -0.6111
H1 -1.7853 -3.4416 -2.3023
H2 -2.3789 -1.7837 -2.4053
H3 -0.3452 -1.6759 -3.7330
H4 0.5149 -2.7665 -2.6832
H5 1.0353 -0.3573 -2.3575
H6 -2.2131 0.6272 -2.4430
H7 -0.6613 1.6172 -2.4332
H8 -2.6407 1.2765 -0.0991
H9 -1.0627 2.2272 -0.0736
H10 -0.9258 0.0248 2.0514
H11 -2.9483 -1.2071 2.1526
H12 -1.6416 -2.3590 2.2163
H13 -3.3395 -1.5809 -0.2194
H14 -2.9857 -3.2085 0.3721
H15 -0.7249 -2.8966 -0.2655
N4 3.5228 3.2225 2.1748
C7 3.1641 1.8184 1.7359
C8 1.7399 1.7301 1.1686
N5 1.5014 0.4474 0.4621
H16 4.4553 3.2374 2.6046
H17 2.8738 3.5964 2.8747
H18 3.5487 3.8867 1.3946
H19 3.2863 1.1872 2.6132
H20 3.9067 1.5254 0.9968
H21 1.5547 2.5467 0.4695
H22 1.0120 1.8179 1.9755
H23 1.7681 -0.3314 1.0622
H24 2.1254 0.3905 -0.3400

Atomic forces in eV per Å
Co 0.32 -0.40 0.25
C -0.02 -0.01 0.20
C 0.14 0.19 -0.12
N 0.54 -0.57 -1.25
C -0.17 0.22 -0.07
C -0.18 0.43 -0.18
N -0.60 -0.43 1.26
C -0.03 0.28 0.08
C 0.14 -0.05 -0.24
N -0.18 0.26 -0.13
H -0.03 -0.05 0.02
H -0.01 0.04 -0.01
H 0.01 0.05 -0.01
H 0.03 0.01 0.08
H 0.05 -0.06 -0.04
H 0.02 -0.02 0.03
H 0.05 -0.02 0.03
H -0.02 -0.08 0.03
H 0.02 -0.04 0.02
H 0.00 -0.03 0.13
H 0.01 0.07 0.06
H 0.10 0.01 0.00
H -0.02 0.04 0.01
H -0.02 -0.04 -0.02
H 0.02 0.03 0.02
N -0.02 -0.04 0.01
C 0.00 0.12 0.03
C -0.02 -0.08 -0.02
N -0.20 0.22 -0.17
H 0.01 -0.01 -0.01
H 0.00 -0.02 0.01
H -0.01 -0.02 -0.01
H 0.01 -0.06 0.02
H 0.05 0.04 -0.05
H 0.00 -0.02 -0.05
H -0.01 0.05 0.02
H -0.02 0.01 0.00
H 0.04 0.00 0.06

Values from the calculation:
HOMO (alpha / beta) (eV): -19.2 / -19.6
Net charge: +3
Largest force on an atom (eV Å⁻¹): 1.48
Spin multiplicity: 2
Lowest unoccupied orbital energy (alpha / beta) (eV): -10.77 / -11.92
Energy relative to the best compared isomer or geometry (same formula, charge and spin) (kJ/mol): 374.5

[3]
A structure of composition C8H24EuO2P2 in a non-equilibrium geometry. Source: the OMol25 dataset; level of theory: the ωB97M-V functional and the def2-TZVPD basis.

Positions of all 37 atoms, in Å:
Eu1 0.1567 0.7656 0.0820
H1 0.3492 -1.4743 -0.8113
H2 -0.3230 -1.3395 -1.0305
P1 2.6383 -0.2571 0.5951
P2 -2.3332 0.9488 -1.0293
C1 -3.4352 1.2085 0.3227
H3 -4.2707 1.6494 -0.2117
H4 -3.6833 0.2463 0.7799
H5 -3.0164 1.8779 1.0827
C2 -1.8058 2.5312 -1.7220
H6 -1.0517 2.4018 -2.5140
H7 -2.7568 2.8816 -2.1223
H8 -1.4114 3.2262 -0.9610
C3 -2.9051 -0.1409 -2.2688
H9 -3.1640 -1.0900 -1.7939
H10 -3.7614 0.4270 -2.6149
H11 -2.1344 -0.2964 -3.0285
C4 3.2761 1.3645 0.1096
H12 4.3331 1.2245 0.3376
H13 3.1172 1.5725 -0.9610
H14 2.8474 2.1906 0.7024
C5 2.7874 -0.4806 2.3339
H15 2.3308 -1.4340 2.6127
H16 3.8686 -0.4882 2.4201
H17 2.3189 0.3316 2.8995
C6 3.3229 -1.5272 -0.3931
H18 3.1278 -1.3413 -1.4533
H19 4.3653 -1.4278 -0.1092
H20 2.8671 -2.4725 -0.0880
C7 -0.7346 -0.0666 2.2005
O1 -1.1622 -0.5404 3.1459
H21 0.6767 0.2887 -1.8252
C8 -1.2724 -3.1296 1.5124
O2 -0.8095 -1.8317 1.0091
H22 -0.5551 -3.2913 2.3407
H23 -1.1306 -3.7844 0.6416
H24 -2.3243 -2.8691 1.7367

Atomic forces in eV per Å
Eu 0.18 0.64 -0.19
H 0.81 -0.51 -0.03
H -0.76 -0.21 -0.49
P -4.89 0.83 -1.51
P 4.71 -1.55 1.65
C -1.26 0.36 -0.49
H -1.06 0.32 0.97
H -0.03 0.19 -0.13
H -0.12 -0.08 -0.31
C -1.05 0.26 -0.48
H -0.37 -0.16 0.30
H 0.26 1.14 -0.42
H -0.34 -0.25 -0.19
C -1.14 0.33 -0.47
H -0.12 0.15 -0.16
H -0.71 -0.80 -1.11
H -0.18 0.18 0.17
C 1.10 -0.25 0.23
H 0.46 1.09 -0.24
H 0.05 -0.34 0.40
H 0.26 -0.38 -0.03
C 1.35 -0.27 0.36
H 0.16 0.15 -0.03
H 0.38 -0.17 1.43
H 0.22 -0.14 -0.20
C 1.22 -0.25 0.30
H 0.08 0.10 0.29
H 0.78 -1.07 -0.72
H 0.27 0.07 -0.04
C -1.07 -2.39 1.46
O -0.07 0.94 0.99
H 0.63 0.68 -1.39
C 1.15 3.89 -0.89
O 0.22 0.36 -0.31
H -1.04 -0.98 0.08
H -0.33 -0.52 0.62
H 0.26 -1.39 0.57

Values from the calculation:
HOMO (alpha / beta) (eV): -6.1 / -6.4
Net charge: 0
Largest force on an atom (eV Å⁻¹): 5.23
Spin multiplicity: 8
Lowest unoccupied orbital energy (alpha / beta) (eV): -0.16 / -0.20
Energy relative to the best compared isomer or geometry (same formula, charge and spin) (kJ/mol): 373.1

[4]
A cluster of 5 separate species, C8H24FO4 in total in a non-equilibrium geometry. Source: the OMol25 dataset; level of theory: the ωB97M-V functional and the def2-TZVPD basis.

Positions of all 37 atoms, in Å:
F1 22.7017 11.5456 -12.8763
C1 23.2740 12.6157 -8.9889
C2 21.9459 12.8173 -9.7352
O1 21.5779 11.5883 -10.3398
H1 24.1008 12.3285 -9.6385
H2 23.1753 11.7517 -8.3317
H3 23.4535 13.4864 -8.3582
H4 22.0800 13.5714 -10.5108
H5 21.0770 13.1242 -9.1529
H6 22.0801 11.5550 -11.1573
C3 23.8964 8.8436 -10.4253
C4 24.3204 8.6420 -11.8689
O2 23.3413 7.8591 -12.5079
H7 24.7495 9.3354 -9.9580
H8 23.7978 7.9231 -9.8499
H9 23.0240 9.4818 -10.2849
H10 25.2366 8.0555 -11.9377
H11 24.4196 9.6135 -12.3532
H12 23.3977 6.9614 -12.1725
C5 20.3237 15.3290 -14.4951
C6 20.7925 14.2192 -13.5693
O3 22.1957 14.3758 -13.2623
H13 20.9935 15.4647 -15.3443
H14 20.2407 16.2351 -13.8948
H15 19.3497 15.0302 -14.8825
H16 20.6262 13.2870 -14.1091
H17 20.1491 14.2579 -12.6902
H18 22.5137 13.4929 -13.0599
C7 26.3610 14.2316 -11.1389
C8 25.1853 13.7231 -11.9389
O4 25.3436 12.3951 -12.2943
H19 26.6532 13.5475 -10.3422
H20 26.1328 15.2185 -10.7362
H21 27.1934 14.3833 -11.8260
H22 25.0528 14.4348 -12.7537
H23 24.2425 13.8153 -11.3998
H24 24.4635 12.1160 -12.5574

Atomic forces in eV per Å
F 0.76 0.46 0.23
C -1.11 -0.09 0.71
C 0.66 -0.58 -0.42
O -0.25 0.12 0.09
H -0.01 0.52 -0.23
H -0.19 0.03 0.19
H 0.54 0.06 -0.14
H -0.08 0.29 -0.12
H 0.37 0.03 0.51
H -0.11 -0.42 -0.65
C 1.25 0.57 0.48
C -0.67 -0.91 0.95
O -0.78 0.04 -1.21
H 0.03 0.37 0.38
H -0.27 -0.22 -0.31
H -0.05 -0.19 -0.23
H 0.55 0.54 0.18
H -0.06 -0.27 -0.31
H 0.02 0.05 0.06
C 0.18 -0.13 0.44
C 0.23 0.24 -1.00
O -0.82 0.06 0.06
H 0.06 0.07 0.13
H -0.06 0.25 -0.42
H -0.12 0.26 0.05
H 0.16 -0.30 0.34
H 0.29 -0.28 0.37
H 0.05 -0.38 0.10
C 0.14 0.07 -0.26
C 0.40 0.96 1.17
O 0.12 0.03 -0.25
H -0.05 0.07 -0.01
H -0.10 -0.09 0.15
H 0.22 -0.18 0.13
H -0.19 -0.28 -0.86
H -0.32 0.10 0.33
H -0.78 -0.89 -0.64

Values from the calculation:
HOMO (alpha / beta) (eV): -9.9 / -9.9
Net charge: 0
Largest force on an atom (eV Å⁻¹): 1.56
Spin multiplicity: 2
Lowest unoccupied orbital energy (alpha / beta) (eV): 0.80 / -5.86